Density functional theory data (ωB97M-V/def2-TZVPD) for C56H71Cl3CsF3N5O3S as an isolated structure at a distorted geometry.

Last column: Löwdin charge in e.
Positions of all 143 atoms, in Å:
Cs1 -0.266592 0.003104 1.091948  1.281
C1 0.164401 -0.943021 -2.738798  -0.117
N1 1.047614 0.023432 -2.121265  -0.278
C2 0.718556 1.363317 -2.582027  -0.088
C3 2.442934 -0.322706 -2.378991  -0.196
C4 3.479633 0.432327 -1.532705  -0.163
N2 3.383178 0.294888 -0.086007  -0.115
C5 2.367680 1.208490 0.470389  -0.270
C6 2.714946 2.666980 0.442332  -0.138
C7 4.005871 3.117904 0.665754  0.004
C8 4.315119 4.470907 0.647851  -0.194
C9 3.252698 5.349091 0.396828  -0.007
C10 1.945904 4.948975 0.166608  -0.095
C11 1.623424 3.548449 0.201511  -0.361
O1 0.424175 3.101409 0.011958  -0.178
C12 0.832670 5.959590 -0.115678  -0.543
C13 -0.244530 5.855699 0.972638  -0.053
C14 1.338384 7.403453 -0.132872  -0.087
C15 0.210099 5.673424 -1.490027  -0.052
C16 5.715797 5.024351 0.892274  -0.566
C17 6.736310 3.906778 1.103886  -0.077
C18 6.171186 5.863020 -0.310128  -0.061
C19 5.722547 5.921629 2.136819  -0.059
C20 3.145101 -1.077653 0.357515  -0.169
C21 3.482713 -1.279443 1.820065  -0.137
C22 4.832179 -1.285127 2.163069  0.007
C23 5.262762 -1.393363 3.471387  -0.186
C24 4.265283 -1.523854 4.444288  0.001
C25 2.908988 -1.528426 4.166219  -0.087
C26 2.479182 -1.390276 2.807848  -0.358
O2 1.209529 -1.328376 2.480701  -0.553
C27 1.869086 -1.625295 5.287645  -0.533
C28 2.507942 -1.805581 6.666853  -0.081
C29 1.041553 -0.332361 5.342881  -0.039
C30 0.956235 -2.833948 5.043189  -0.054
C31 6.729494 -1.325449 3.892487  -0.563
C32 7.661316 -1.190273 2.690096  -0.075
C33 7.122046 -2.589380 4.666548  -0.059
C34 6.941478 -0.105122 4.799638  -0.051
H1 0.255670 -0.955828 -3.841449  0.087
H2 -0.874832 -0.708904 -2.490061  0.068
H3 0.378196 -1.943659 -2.363263  0.066
H4 0.883915 1.459549 -3.671185  0.091
H5 1.276032 2.130178 -2.052721  0.071
H6 -0.329999 1.573216 -2.369400  0.088
H7 2.678436 -0.155670 -3.449324  0.119
H8 2.534427 -1.399781 -2.213357  0.104
H9 3.422784 1.499280 -1.758702  0.116
H10 4.474694 0.112864 -1.863035  0.117
H11 2.184329 0.873094 1.498973  0.081
H12 1.436124 1.108173 -0.066780  -0.060
H13 4.768104 2.366448 0.833910  0.104
H14 3.470627 6.410730 0.382413  0.084
H15 0.181959 6.117144 1.944682  0.083
H16 -0.632316 4.839726 1.018597  0.069
H17 -1.063686 6.552359 0.764238  0.073
H18 1.763802 7.700899 0.828400  0.078
H19 0.501178 8.073536 -0.347988  0.076
H20 2.098793 7.562366 -0.901027  0.079
H21 -0.146146 4.646135 -1.531086  0.067
H22 0.953956 5.826745 -2.276729  0.082
H23 -0.625823 6.356305 -1.676862  0.074
H24 6.784335 3.240761 0.240537  0.083
H25 6.491056 3.298760 1.976440  0.078
H26 7.729775 4.335984 1.259403  0.077
H27 6.192814 5.255662 -1.217360  0.085
H28 7.172829 6.271228 -0.143147  0.074
H29 5.494390 6.699448 -0.489914  0.071
H30 5.413988 5.357681 3.019224  0.086
H31 5.030560 6.757393 2.019059  0.073
H32 6.719914 6.332305 2.320436  0.074
H33 3.790374 -1.739488 -0.233861  0.126
H34 2.107500 -1.380151 0.154357  0.070
H35 5.547718 -1.151448 1.359748  0.107
H36 4.575643 -1.609132 5.477321  0.086
H37 3.136164 -0.957170 6.945035  0.081
H38 3.118024 -2.709872 6.721270  0.082
H39 1.717010 -1.890722 7.417072  0.079
H40 1.688364 0.513728 5.586707  0.090
H41 0.270662 -0.404947 6.115981  0.078
H42 0.572943 -0.135068 4.382833  0.060
H43 1.530784 -3.758861 5.139970  0.085
H44 0.521654 -2.791678 4.046636  0.042
H45 0.152374 -2.859153 5.786447  0.077
H46 7.565510 -2.038166 2.008897  0.083
H47 8.699598 -1.147510 3.029286  0.079
H48 7.457807 -0.280770 2.122602  0.082
H49 6.993164 -3.479565 4.047433  0.085
H50 6.507861 -2.715252 5.559528  0.072
H51 8.167797 -2.538476 4.983006  0.076
H52 6.676721 0.814619 4.275169  0.086
H53 7.985189 -0.033068 5.119739  0.077
H54 6.318852 -0.166145 5.693242  0.074
Cl1 -5.909195 -6.479886 -2.245175  0.673
C35 -6.068274 -5.186806 -1.090542  -0.649
C36 -4.931130 -4.571745 -0.593930  -0.084
C37 -5.065433 -3.564153 0.340301  -0.016
C38 -6.319559 -3.156706 0.800845  -0.178
C39 -6.432010 -2.074588 1.860671  -0.297
C40 -6.391169 -0.667959 1.277685  -0.052
N3 -5.209257 -0.420088 0.470874  -0.065
C41 -5.173239 -0.237826 -0.892826  -0.065
C42 -3.855494 -0.183314 -1.225904  -0.138
N4 -3.072281 -0.351315 -0.105816  -0.016
C43 -3.916955 -0.485358 0.884556  -0.208
O3 -5.381823 -2.143575 2.812274  -0.125
C44 -5.457866 -3.246840 3.709473  -0.133
C45 -4.808376 -4.473062 3.143210  -0.329
C46 -3.487633 -4.553078 2.820606  -0.963
Cl2 -2.329737 -3.302853 2.984519  0.759
S1 -3.054204 -6.035634 2.103039  1.038
C47 -4.651622 -6.622624 2.267136  -0.389
C48 -5.478332 -5.690724 2.815669  -0.138
C49 -7.426177 -3.782107 0.253100  -0.569
Cl3 -9.040396 -3.302948 0.738046  0.699
C50 -7.328556 -4.799441 -0.685214  -0.129
H55 -3.955721 -4.888543 -0.928949  0.086
H56 -4.179256 -3.093630 0.744034  0.102
H57 -7.391168 -2.186414 2.378677  0.116
H58 -6.433660 0.049217 2.098313  0.141
H59 -7.261100 -0.509318 0.639213  0.133
H60 -6.074319 -0.153824 -1.474263  0.115
H61 -3.424697 -0.029267 -2.200225  0.095
H62 -3.669083 -0.664770 1.917812  0.117
H63 -6.504716 -3.455494 3.957253  0.133
H64 -4.954199 -2.926605 4.622239  0.134
H65 -4.900981 -7.617073 1.938713  0.071
H66 -6.535046 -5.848502 2.979064  0.117
H67 -8.213550 -5.274717 -1.080214  0.104
F1 0.031093 -7.825676 -1.527217  0.140
C51 0.117005 -7.428072 -0.244133  -0.580
F2 1.255214 -7.930123 0.250757  0.143
F3 -0.900239 -8.026224 0.411431  0.116
C52 0.033863 -5.924467 -0.118402  -0.127
C53 0.999089 -5.200183 0.550458  0.037
C54 0.841855 -3.815644 0.636927  -0.092
N5 -0.194330 -3.181038 0.101944  0.067
C55 -1.122522 -3.896496 -0.531973  -0.144
C56 -1.055460 -5.270592 -0.674574  -0.034
H68 1.853919 -5.677248 1.006671  0.124
H69 1.543245 -3.204805 1.192477  0.092
H70 -1.948269 -3.331279 -0.952348  0.106
H71 -1.827304 -5.814633 -1.204424  0.115

Cartesian forces (eV/Å) of the 3 atoms listed first:
-2.375 0.808 -0.695
-0.065 -0.004 -0.034
0.017 -0.013 0.044

Orbital gap: 0.177 Eh
Net charge: -1
Molecular weight: 1190.5 g mol⁻¹